Molecular formula: C12H24Br12
Method: DFT, the ωB97M-V functional and the def2-TZVPD basis

Output
E_LUMO: 0.1 eV
Relative energy (zero: lowest compared OMol25 entry of this formula, charge and spin): 19.6 kcal/mol
Energy: -31359.79577 hartree

Positions of all 48 atoms, in Å:
1 Br 2.556 0.759 5.393
2 H 0.553 0.116 3.802
3 H -1.981 -3.123 -4.377
4 H -2.864 0.151 -0.757
5 C -1.670 -3.676 -3.491
6 C 0.775 4.604 4.294
7 C -0.342 2.092 0.136
8 H -0.630 2.918 4.474
9 H 4.310 -0.264 -3.132
10 Br 4.245 -0.165 -0.072
11 H -2.514 -4.208 -3.050
12 C 2.325 -0.578 2.848
13 C 3.335 -1.291 -1.424
14 Br -1.803 4.722 5.707
15 H 0.373 -4.108 -3.816
16 H -0.242 0.145 -0.841
17 H 2.704 0.268 -2.713
18 C -4.248 -0.766 -2.269
19 H -1.316 2.324 -0.294
20 C -0.666 3.982 4.238
21 Br -1.021 -6.026 -5.015
22 H -4.553 0.413 -0.502
23 H 3.257 -1.084 3.102
24 H 1.324 0.873 -0.606
25 H 1.299 4.286 5.196
26 H 1.305 -1.331 4.652
27 Br 2.321 -1.751 -4.110
28 Br -3.891 2.089 -2.158
29 H 0.248 2.988 0.328
30 H 3.710 -2.314 -1.391
31 H -0.358 -5.228 -2.749
32 C 1.463 -0.402 4.106
33 H 2.550 0.366 2.352
34 Br -0.637 1.133 1.869
35 Br 0.214 1.702 -2.697
36 H -3.396 -1.155 -2.827
37 C -3.805 0.300 -1.287
38 Br -4.923 -2.250 -1.157
39 H 0.788 5.671 4.072
40 Br -1.103 -2.433 -2.027
41 H 2.284 -1.387 -1.149
42 Br 1.374 -1.746 1.600
43 C -0.556 -4.655 -3.655
44 Br 1.749 3.930 2.678
45 C 3.338 -0.616 -2.786
46 H -1.104 4.105 3.248
47 H -5.053 -0.482 -2.946
48 C 0.276 1.103 -0.798

Forces on the atoms, in the same order (eV/Å):
-0.93 -0.64 -0.89
0.17 -0.05 0.77
0.36 0.06 0.19
0.19 -0.07 -0.63
-0.63 -0.34 1.09
-1.29 -0.67 -0.95
-0.54 -0.44 -0.10
0.11 0.18 -0.12
-0.05 -0.68 -0.36
-0.29 -0.46 -0.75
-0.20 0.35 -0.19
0.04 -0.21 0.90
-0.68 -0.23 -0.33
0.54 -0.13 -0.88
0.07 -0.40 -0.88
-0.18 0.24 0.21
0.05 -0.05 -0.12
0.52 -0.33 0.41
-0.11 0.30 0.55
1.17 0.23 0.58
0.35 0.80 0.40
0.01 -0.06 -0.14
-0.10 0.04 -0.19
-0.02 0.24 0.12
0.11 0.25 -0.29
-0.10 0.23 -0.18
0.97 0.59 0.72
0.45 -0.55 0.21
-0.09 -0.24 0.06
0.55 0.34 -0.04
-0.42 0.05 -0.03
1.15 0.51 -0.30
-0.26 -0.15 0.03
-0.28 0.82 -0.98
0.01 0.06 0.68
-0.24 0.02 0.00
-1.25 0.82 0.20
0.14 0.06 -0.38
-0.13 -0.16 0.62
-0.11 -0.29 -0.59
0.13 0.21 0.44
0.14 -0.09 0.19
0.73 -0.22 0.14
-0.09 0.03 0.69
-0.55 0.34 0.23
-0.28 0.31 0.38
0.12 0.14 0.35
0.79 -0.76 -0.84

Mulliken atomic charge list, values in e, 8 entries: atom 1 (Br): -0.197, atom 2 (H): -0.018, atom 3 (H): 0.435, atom 4 (H): 0.203, atom 5 (C): -0.617, atom 6 (C): -0.459, atom 7 (C): -0.340, atom 8 (H): 0.187